1.
C9H9ClN2O2S in the gas phase at a distorted geometry. Source: OMol25; level of theory: wB97M-V/def2-TZVPD.

Last column: natural (NBO) charge in e.
Atoms and positions in Å:
C 2.6072 -0.9105 -0.7395  0.14
C 3.7536 -1.1883 -0.2690  -0.04
C 2.9821 1.2880 -0.8403  -0.20
C 4.2518 1.0537 -0.3326  -0.23
C 2.0416 0.2704 -1.0763  -0.32
C 4.7034 -0.2415 -0.0134  -0.10
C -0.6531 -2.0028 -0.8713  0.68
C -0.8129 1.4322 0.6211  -0.43
C -1.2346 -0.8457 -0.0793  -0.32
N -1.2124 -3.2019 -0.6135  -0.81
N -0.3535 0.2886 -0.1201  -0.63
O 0.2273 -1.8579 -1.6906  -0.61
O 0.3814 2.0912 -1.7814  -0.98
S 0.3612 0.6342 -1.6827  1.49
Cl 6.2766 -0.5188 0.6210  0.03
H 2.6614 2.2930 -1.0743  0.25
H 4.9243 1.8819 -0.1720  0.23
H -0.3036 2.3113 0.2285  0.25
H -1.8947 1.5854 0.5231  0.18
H -0.5621 1.3151 1.6779  0.20
H -1.3695 -1.1464 0.9670  0.22
H -2.2366 -0.6226 -0.4952  0.20
H -1.9345 -3.3247 0.0730  0.40
H -0.8804 -4.0071 -1.1190  0.41

Values from the calculation:
- energy above the lowest of the compared OMol25 structures with the same formula, charge and spin (kcal/mol) = 57.9
- total energy (Eh) = -1466.5727
- net charge = 0
- largest force on an atom (eV Å⁻¹) = 2.77
- gap between HOMO and LUMO (eV) = 8.5



2.
2 unconnected molecules or ions with the total composition C3H5NO2 at a distorted geometry. Source: OMol25; level of theory: wB97M-V/def2-TZVPD.

Last column: natural (NBO) charge in e.
Atoms and positions in Å:
C -0.4121 -0.9987 -0.6911  0.22
C 0.4711 1.6317 -0.9349  0.30
C -0.4802 -0.9548 0.7701  -0.73
N -0.4775 -0.9134 -1.8465  0.16
O -0.2379 -0.6317 -2.9992  -0.46
O 0.4178 1.7964 0.2180  -0.52
H -0.0739 2.1476 -1.7537  0.12
H 1.0699 0.7640 -1.2627  0.10
H 0.5192 -1.2893 1.1839  0.25
H -1.2659 -1.5569 1.2648  0.26
H -0.3093 0.0803 0.9967  0.29

Values from the calculation:
- energy above the lowest of the compared OMol25 structures with the same formula, charge and spin (kcal/mol) = 112.8
- total energy (Eh) = -322.3945
- net charge = 0
- largest force on an atom (eV Å⁻¹) = 3.91
- SMILES string = CC#[N+][O-].C=O
- gap between HOMO and LUMO (eV) = 10.4



3.
5 unconnected molecules or ions with the total composition C21H26BN5O5 at a distorted geometry. Source: OMol25; level of theory: wB97M-V/def2-TZVPD.

Last column: natural (NBO) charge in e.
Atoms and positions in Å:
N -4.7911 -2.9455 -4.1996  -0.80
C -5.2955 -1.7029 -4.7907  0.11
C -6.4828 -1.4102 -5.5187  -0.11
C -7.6629 -2.4579 -5.8885  -0.83
B -8.9010 -2.0799 -4.8600  1.22
O -10.2325 -2.6332 -4.9545  -0.93
O -8.6614 -1.1334 -3.7634  -0.95
C -6.5796 0.1470 -5.9255  0.79
O -7.5594 0.7502 -6.4443  -0.53
O -5.2861 0.7362 -5.5901  -0.50
C -4.6354 -0.2210 -4.7579  0.78
O -3.6605 -0.1078 -3.9678  -0.57
H -3.8153 -2.7477 -3.8889  0.40
H -4.7302 -3.7079 -4.8963  0.39
H -7.9781 -2.3722 -6.9907  0.27
H -7.3668 -3.5387 -5.6195  0.26
H -10.7786 -1.9020 -5.3419  0.50
H -9.0815 -0.2636 -3.9769  0.50
N -1.9549 2.0733 -3.5438  -0.51
C -0.7050 1.5681 -3.7781  -0.08
C 0.2147 2.5190 -3.4047  -0.32
C -0.5079 3.6374 -2.9218  -0.32
C -1.8446 3.3321 -3.0172  -0.08
H -2.8247 1.5902 -3.7305  0.43
H -0.5774 0.5785 -4.1907  0.21
H 1.2885 2.4192 -3.4710  0.22
H -0.0964 4.5630 -2.5455  0.22
H -2.7244 3.9017 -2.7574  0.21
N 0.9625 1.9019 0.9598  -0.51
C 1.8994 1.9074 1.9598  -0.09
C 3.0591 2.4391 1.4516  -0.31
C 2.8116 2.7722 0.0965  -0.30
C 1.5088 2.4321 -0.1780  -0.08
H 0.0186 1.5617 1.0480  0.41
H 1.6606 1.5321 2.9431  0.19
H 3.9830 2.5745 1.9954  0.23
H 3.5091 3.2128 -0.6010  0.22
H 0.9252 2.5203 -1.0827  0.23
N 3.4587 0.8664 5.0532  -0.51
C 4.7092 0.3606 4.8188  -0.10
C 5.6284 1.3110 5.1921  -0.30
C 4.9057 2.4295 5.6752  -0.31
C 3.5695 2.1255 5.5801  -0.07
H 2.5926 0.3868 4.8678  0.41
H 4.8364 -0.6291 4.4056  0.21
H 6.7022 1.2115 5.1259  0.22
H 5.3173 3.3546 6.0514  0.23
H 2.6903 2.6956 5.8400  0.21
N 6.5574 -2.5198 5.9706  -0.51
C 5.7524 -3.3453 6.7089  -0.08
C 6.4533 -4.4973 6.9717  -0.30
C 7.7307 -4.3592 6.3748  -0.31
C 7.7672 -3.1280 5.7666  -0.08
H 6.3000 -1.6064 5.6309  0.42
H 4.7523 -3.0433 6.9816  0.21
H 6.0874 -5.3448 7.5327  0.22
H 8.5348 -5.0804 6.3889  0.22
H 8.5472 -2.6341 5.2068  0.21

Values from the calculation:
- total energy (Eh) = -1490.6267
- net charge = 0
- largest force on an atom (eV Å⁻¹) = 6.27
- SMILES string = NC1=C(CB(O)O)C(=O)OC1=O.c1cc[nH]c1.c1cc[nH]c1.c1cc[nH]c1.c1cc[nH]c1
- gap between HOMO and LUMO (eV) = 6.7



4.
2 unconnected molecules or ions with the total composition C3H8NO2 at a distorted geometry. Source: OMol25; level of theory: wB97M-V/def2-TZVPD.

Last column: natural (NBO) charge in e.
Atoms and positions in Å:
O 1.5390 0.0691 -0.0154  -0.66
C 2.4316 -0.2687 -0.7413  0.70
O 2.7025 -1.5498 -0.9051  -0.63
H 3.0625 0.3986 -1.3342  0.13
H 3.5693 -1.6666 -1.2966  0.51
C -1.8956 0.4622 0.0284  -0.07
C -2.2617 -0.7341 0.4116  -0.33
N -0.7789 1.1227 0.7768  -0.72
H -2.2118 1.0166 -0.8402  0.24
H -2.8862 -1.3877 -0.1819  0.25
H -1.7973 -1.2382 1.2575  0.22
H 0.1503 0.6518 0.5894  0.49
H -0.6650 2.0858 0.4741  0.44
H -0.9587 1.0383 1.7769  0.44

Values from the calculation:
- energy above the lowest of the compared OMol25 structures with the same formula, charge and spin (kcal/mol) = 30.3
- total energy (Eh) = -324.0789
- net charge = +1
- largest force on an atom (eV Å⁻¹) = 1.02
- gap between HOMO and LUMO (eV) = 12.1



5.
A molecular structure, Be2H22O19S2Tl at a distorted geometry. Source: OMol25; level of theory: wB97M-V/def2-TZVPD.

Last column: natural (NBO) charge in e.
Atoms and positions in Å:
Be 1.0794 -1.8826 11.0878  1.74
Be 1.9165 1.7620 9.1467  1.70
Tl 1.8357 2.6757 15.0386  0.97
S 3.7092 0.6439 11.8268  2.55
O 5.1474 0.2725 11.6681  -0.56
O 2.8589 -0.4309 11.3949  -1.11
O 3.3889 0.9688 13.2311  -0.73
O 3.4458 1.8597 11.0353  -0.99
S -0.2657 0.7626 11.9179  2.66
O -0.2173 -0.5258 12.5868  -1.10
O 0.3160 0.5863 10.5472  -1.17
O -1.6674 1.1017 11.8489  -1.05
O 0.4533 1.7906 12.6890  -1.06
O -2.5027 -1.8898 12.3917  -0.94
H -1.6820 -1.5536 12.7517  0.47
H -2.2585 -2.2616 11.5441  0.46
O 0.6275 -0.2100 15.1728  -0.98
H 0.2842 -0.8492 15.7970  0.49
H 0.0467 -0.2786 14.4151  0.49
O 2.0337 -0.7249 8.4867  -0.97
H 2.9614 -0.8725 8.3023  0.51
H 1.5820 -1.0197 7.6960  0.52
O -4.7640 -0.6117 10.5056  -0.95
H -3.9240 -0.1994 10.7067  0.46
H -4.9483 -1.1640 11.2654  0.49
O 0.8869 3.5226 10.5976  -1.01
H 0.7913 3.1447 11.4718  0.52
H 0.4549 4.3747 10.6559  0.52
O 0.0631 4.6361 13.4967  -0.99
H -0.7353 4.2931 13.0954  0.49
H -0.1214 5.5639 13.6432  0.49
O -1.9342 3.6482 11.3428  -0.99
H -2.7076 3.9162 11.8391  0.48
H -1.7269 2.7746 11.6748  0.48
O -2.2780 0.4230 9.3618  -0.99
H -2.1968 0.9396 10.1635  0.50
H -2.9689 0.8600 8.8637  0.51
O -4.0140 1.2785 12.8981  -0.94
H -4.2842 2.1630 12.6512  0.45
H -3.1109 1.2083 12.5887  0.47
O -0.4367 2.1561 8.2878  -0.98
H -0.7181 1.7956 9.1288  0.51
H -1.1569 2.7259 8.0179  0.52
O -1.1414 -2.0098 9.9744  -1.01
H -1.4928 -2.8100 9.5840  0.51
H -1.6977 -1.3108 9.6307  0.55

Values from the calculation:
- multiplicity = 2
- total energy (Eh) = -2440.3514
- net charge = +2
- largest force on an atom (eV Å⁻¹) = 4.83
- gap between HOMO and LUMO (alpha / beta) (eV) = 3.9 / 3.9



6.
2 unconnected molecules or ions with the total composition C2H4OS at a distorted geometry. Source: OMol25; level of theory: wB97M-V/def2-TZVPD.

Last column: natural (NBO) charge in e.
Atoms and positions in Å:
C 0.8302 -0.9503 0.8605  0.71
C -0.3615 -0.9215 0.2677  -0.80
O 1.6240 -0.5277 1.5426  -0.43
S 0.3460 2.0483 -0.9908  -0.26
H 0.1459 1.0122 -0.4660  0.10
H -0.7385 -1.0679 -0.7270  0.27
H -1.0103 -1.1031 1.1718  0.27
H -0.8357 1.5100 -1.6589  0.15

Values from the calculation:
- energy above the lowest of the compared OMol25 structures with the same formula, charge and spin (kcal/mol) = 63.4
- total energy (Eh) = -551.9277
- net charge = 0
- largest force on an atom (eV Å⁻¹) = 6.75
- SMILES string = C=C=O.S
- gap between HOMO and LUMO (eV) = 9.9